No. 1
The following is a quantum chemistry calculation of 2 unconnected molecules or ions with the total composition C29H32F7NO3PS, from the Open Molecules 2025 dataset.

M ... 638.61 Da
Net charge ... -1
2S+1 ... 1
Total energy ... -77376.6798 eV

Geometry (Å):
C 2.614 3.981 2.023
C 3.142 3.732 0.608
O 4.317 3.934 0.364
O 2.270 3.332 -0.377
C 2.327 1.916 -0.635
C 1.389 1.092 0.241
N -0.086 1.271 -0.003
C -0.383 1.981 -1.224
C -0.670 3.334 -1.167
C -0.936 4.068 -2.296
C -0.962 3.489 -3.553
C -0.705 2.132 -3.614
C -0.422 1.406 -2.484
S -0.104 -0.343 -2.605
C -0.762 -0.907 -1.043
C -1.309 -2.173 -0.935
C -1.766 -2.616 0.276
C -2.337 -4.011 0.501
C -1.307 -4.809 1.384
C -1.899 -5.253 2.749
O -0.727 -5.914 0.696
C 0.381 -5.529 -0.083
C 1.675 -5.376 0.705
C 2.815 -4.937 0.050
C 4.004 -4.760 0.714
C 4.117 -4.993 2.076
C 2.985 -5.445 2.722
C 1.791 -5.620 2.060
C -1.686 -1.785 1.395
C -1.145 -0.529 1.269
C -1.050 0.326 2.538
C -2.250 1.320 2.604
C -1.842 2.784 2.481
F -3.205 1.020 1.632
C -0.670 -0.048 0.036
H 3.489 3.908 2.681
H 2.239 5.004 2.141
H 1.893 3.225 2.350
H 2.250 1.702 -1.705
H 3.352 1.605 -0.361
H 1.632 0.020 0.232
H 1.576 1.413 1.280
H -0.665 3.835 -0.203
H -1.139 5.139 -2.254
H -1.193 4.082 -4.436
H -0.750 1.671 -4.601
H -1.387 -2.848 -1.787
H -2.458 -4.550 -0.447
H -3.301 -3.978 1.019
H -0.482 -4.125 1.637
H -2.975 -5.078 2.820
H -1.402 -4.686 3.550
H -1.629 -6.301 2.937
H 0.218 -4.600 -0.652
H 0.541 -6.329 -0.822
H 2.816 -4.704 -1.017
H 4.888 -4.432 0.169
H 5.053 -4.836 2.604
H 3.040 -5.645 3.792
H 0.889 -5.952 2.573
H -2.027 -2.160 2.359
H -0.100 0.869 2.486
H -1.072 -0.299 3.437
H -2.764 1.215 3.572
H -1.159 3.027 3.305
H -1.439 3.022 1.497
H -2.735 3.409 2.637
F -2.656 8.300 -6.754
P -1.831 7.333 -5.703
F -0.524 7.662 -6.649
F -3.215 6.475 -5.953
F -1.459 8.741 -4.931
F -1.076 5.858 -5.802
F -2.043 6.935 -4.109



No. 2
The following is a quantum chemistry calculation of a molecular structure, C29H33AsN2O8RuSSi2, from the Open Molecules 2025 dataset.

Energy above the lowest of the compared OMol25 structures with the same formula, charge and spin ... 5.9 kcal/mol
M ... 801.82 Da
Net charge ... -2
2S+1 ... 5
Expectation value of S² ... 6.02

Geometry (Å):
Ru -0.686 -0.481 -0.962
O -0.588 -3.892 -3.344
C -0.265 -3.205 -2.385
O -0.955 -2.174 -2.020
C 0.952 -3.636 -1.574
C 1.580 -4.795 -2.042
C 2.656 -5.373 -1.397
C 3.133 -4.784 -0.230
C 2.531 -3.638 0.249
C 1.442 -3.029 -0.404
S 0.867 -1.568 0.393
H 1.173 -5.227 -2.946
H 3.118 -6.270 -1.795
H 3.975 -5.214 0.303
H 2.902 -3.168 1.153
O 2.067 1.016 -4.096
C 1.410 1.099 -3.060
O 1.007 0.119 -2.339
C 1.041 2.503 -2.590
C 0.603 3.436 -3.518
C 0.192 4.719 -3.137
C 0.283 5.020 -1.803
O -0.016 6.211 -1.170
C 0.059 5.907 0.224
O 0.773 4.691 0.369
C 0.748 4.105 -0.880
C 1.122 2.834 -1.231
H 0.574 3.142 -4.559
H -0.179 5.440 -3.855
H -0.952 5.792 0.628
H 0.593 6.706 0.736
H 1.448 2.110 -0.498
C -2.125 0.457 -2.312
C -3.380 0.960 -1.762
C -3.512 2.297 -1.337
C -4.686 2.781 -0.808
C -5.798 1.941 -0.668
C -5.689 0.609 -1.076
C -4.510 0.137 -1.617
C -7.028 2.439 -0.119
N -8.018 2.836 0.318
H -1.541 1.262 -2.756
H -2.273 -0.343 -3.036
H -2.647 2.946 -1.425
H -4.759 3.813 -0.485
H -6.543 -0.049 -0.967
H -4.437 -0.900 -1.929
C -2.474 3.059 2.779
Si -2.548 1.416 3.683
C -2.578 1.819 5.540
C -4.190 0.563 3.346
As -0.443 0.353 3.352
Si -1.235 -1.894 3.411
C -2.494 -2.520 2.176
C 0.154 -3.153 3.601
C -2.058 -1.843 5.122
H -3.160 3.776 3.245
H -2.758 2.917 1.734
H -1.465 3.476 2.797
H -3.491 2.369 5.799
H -1.718 2.439 5.812
H -2.546 0.914 6.155
H -4.994 1.262 3.608
H -4.334 -0.338 3.950
H -4.293 0.306 2.296
H -2.041 -2.709 1.201
H -3.324 -1.824 2.044
H -2.885 -3.473 2.550
H 0.394 -3.622 2.648
H -0.152 -3.931 4.312
H 1.066 -2.682 3.977
H -2.946 -1.207 5.150
H -1.358 -1.487 5.886
H -2.361 -2.859 5.400
O -2.123 0.773 0.923
N -0.931 0.926 0.555
O -0.039 1.018 1.664



No. 3
The following is a quantum chemistry calculation of a molecular structure, C29H33BrGeN6S4SbTc, from the Open Molecules 2025 dataset.

Energy above the lowest of the compared OMol25 structures with the same formula, charge and spin ... 52.9 kcal/mol
M ... 966.17 Da
Net charge ... -1
2S+1 ... 4
Expectation value of S² ... 3.80

Geometry (Å):
Tc -1.473 2.377 0.187
S -3.307 4.124 -5.176
Sb -2.106 5.095 -3.528
S -3.251 3.312 -0.925
S -2.434 4.534 0.526
S 0.070 4.315 -3.657
C -1.910 -2.704 2.233
C -2.544 -1.362 2.449
C -3.521 -1.121 3.403
C -4.076 0.142 3.517
C -3.630 1.143 2.670
Br -4.467 2.824 2.811
N -2.678 0.955 1.760
C -2.169 -0.280 1.667
H -2.419 -3.470 2.820
H -0.856 -2.685 2.520
H -1.952 -2.984 1.179
H -3.862 -1.924 4.047
H -4.853 0.361 4.233
H -1.420 -0.421 0.907
C 1.827 3.392 3.569
N 2.296 3.164 2.218
C 3.279 4.148 1.785
C 1.398 2.649 1.292
N 0.121 2.486 1.585
N 1.904 2.294 0.119
C 1.291 1.584 -1.020
N 2.196 1.869 -2.100
N -0.080 2.140 -1.295
H 2.695 3.562 4.205
H 1.306 2.514 3.948
H 1.170 4.269 3.650
H 4.199 4.029 2.358
H 2.902 5.166 1.935
H 3.512 4.039 0.730
H -0.130 2.924 2.460
H 2.908 2.271 0.043
H 2.054 2.805 -2.478
H 2.077 1.212 -2.860
H -0.118 2.891 -2.027
C -0.988 1.065 -1.414
Ge 0.251 -0.513 -1.115
C 1.358 -1.129 -2.631
C 0.767 -1.545 -3.824
C 1.537 -1.988 -4.891
C 2.919 -2.036 -4.777
C 3.526 -1.628 -3.597
C 2.750 -1.173 -2.540
C 1.109 -1.245 0.546
C 1.820 -2.446 0.442
C 2.425 -3.039 1.542
C 2.340 -2.444 2.793
C 1.652 -1.247 2.921
C 1.052 -0.662 1.812
C -1.230 -1.928 -1.266
C -2.579 -1.576 -1.202
C -3.594 -2.528 -1.240
C -3.277 -3.873 -1.357
C -1.943 -4.252 -1.450
C -0.943 -3.290 -1.409
H -1.659 1.110 -2.269
H -0.313 -1.524 -3.920
H 1.058 -2.295 -5.813
H 3.521 -2.383 -5.608
H 4.605 -1.655 -3.505
H 3.234 -0.835 -1.631
H 1.917 -2.933 -0.521
H 2.967 -3.970 1.419
H 2.810 -2.904 3.654
H 1.578 -0.764 3.889
H 0.526 0.275 1.947
H -2.856 -0.530 -1.112
H -4.630 -2.216 -1.186
H -4.061 -4.620 -1.391
H -1.684 -5.299 -1.560
H 0.088 -3.615 -1.499



| no. | strongest force on any atom (eV/A) |
| --- | --- |
| 1 | 1.6 |
| 2 | 1.1 |
| 3 | 0.3 |